Density functional theory data (ωB97M-V/def2-TZVPD) for a molecular structure, C13H25FOP2Sn.

```
43
Properties=species:S:1:pos:R:3:forces:R:3:nbo_charge:R:1
Sn 0.562 0.062 -0.643 0.1 -0.2 -0.6 0.799
H -1.426 -0.836 1.462 -0.2 0.3 0.0 0.024
H -1.739 -0.251 1.114 0.0 -0.2 0.2 -0.005
P -0.110 -2.492 -0.488 -0.3 -1.2 -0.8 1.019
P -0.121 2.552 -0.472 -0.4 1.2 -0.7 1.049
C 1.406 3.475 -0.119 0.3 -0.4 0.2 -0.958
H 1.299 4.514 -0.455 -0.1 -0.2 0.0 0.287
H 1.629 3.455 0.954 -0.2 0.1 -0.3 0.277
H 2.254 3.024 -0.649 -0.1 0.1 0.0 0.262
C -0.431 2.871 -2.238 -0.1 -0.1 -0.1 -0.958
H -1.384 2.418 -2.543 0.2 0.1 0.1 0.265
H -0.470 3.950 -2.432 0.0 -0.2 0.1 0.278
H 0.364 2.424 -2.844 -0.1 0.2 0.1 0.265
C -1.458 3.379 0.415 -0.5 -0.3 0.4 -0.958
H -1.310 3.306 1.497 0.1 0.1 -0.3 0.284
H -1.518 4.438 0.129 0.2 -0.3 -0.1 0.286
H -2.415 2.895 0.177 0.2 0.1 0.0 0.269
C -0.238 -2.871 -2.271 -0.1 0.1 0.0 -0.951
H -0.301 -3.955 -2.435 0.0 0.2 0.1 0.278
H -1.137 -2.392 -2.686 0.2 -0.2 0.1 0.266
H 0.637 -2.472 -2.797 -0.2 -0.1 0.1 0.265
C 1.345 -3.422 0.104 0.2 0.4 0.3 -0.957
H 1.425 -3.327 1.195 0.0 -0.1 -0.3 0.269
H 1.251 -4.485 -0.159 -0.1 0.3 0.0 0.288
H 2.266 -3.027 -0.343 -0.2 -0.1 0.0 0.263
C -1.549 -3.292 0.289 -0.3 0.5 0.3 -0.948
H -2.473 -2.796 -0.041 0.2 -0.2 0.1 0.271
H -1.600 -4.358 0.020 0.2 0.3 0.0 0.288
H -1.486 -3.201 1.382 0.0 -0.1 -0.3 0.269
C 2.293 -0.256 0.994 3.2 -0.8 3.1 0.455
O 3.307 -0.580 1.425 -2.1 0.6 -1.7 -0.382
H 0.982 0.036 -2.319 -0.2 0.0 -0.3 -0.182
F 0.328 3.215 6.286 0.0 -0.9 -1.7 -0.301
C 0.325 2.606 5.049 -0.1 0.6 1.0 0.401
C 1.510 2.590 4.322 0.0 -0.3 -0.4 -0.224
C 1.503 1.989 3.036 0.8 0.8 0.9 -0.357
C 0.332 1.482 2.564 -0.2 0.0 0.6 0.078
C -0.844 1.478 3.264 -0.9 0.3 1.1 -0.342
C -0.868 2.066 4.568 0.5 -0.2 -0.8 -0.230
H 2.419 3.032 4.748 -0.4 -0.2 -0.2 0.265
H 2.432 1.993 2.476 0.0 -0.1 0.1 0.230
H -1.768 1.062 2.863 0.2 0.1 0.2 0.237
H -1.765 2.119 5.187 0.2 -0.1 -0.3 0.266
```
Positions in Å, forces in eV/Å.

The multiplicity is 1. As for the total charge: +2. As for the highest occupied orbital energy (spin up / spin down): -0.55902 / -0.49131 hartree.

=====

Density functional theory data (ωB97M-V/def2-TZVPD) for a molecular structure, C13H25IN6O3Ru.

```
49
Properties=species:S:1:pos:R:3:forces:R:3:mulliken_spin:R:1
Ru -0.142 -0.369 0.218 -0.3 -0.6 0.0 -0.018
N -0.404 0.184 -1.866 0.2 0.4 0.3 -0.017
C 0.551 1.322 -2.090 0.1 -0.2 0.0 -0.016
C 1.872 0.990 -1.401 -0.1 0.1 0.1 -0.007
N 1.592 0.721 0.039 0.4 0.2 -0.2 0.001
C 2.683 0.102 0.835 -0.1 0.0 0.1 0.004
C 2.074 -0.344 2.160 0.0 -0.1 -0.2 0.013
N 0.918 -1.260 1.864 0.2 0.4 0.2 0.022
H -0.072 -0.603 -2.426 -0.1 0.0 0.0 0.000
H -1.329 0.390 -2.236 0.1 0.2 0.0 0.002
H 0.101 2.215 -1.657 0.0 0.0 0.0 -0.001
H 0.718 1.505 -3.152 0.0 0.0 0.0 0.000
H 2.571 1.820 -1.517 0.0 0.0 0.0 0.002
H 2.338 0.102 -1.834 -0.1 0.0 0.0 0.008
H 1.397 1.627 0.467 -0.2 0.0 0.0 -0.001
H 3.501 0.801 1.014 0.0 0.0 0.0 -0.002
H 3.088 -0.742 0.271 0.0 0.0 0.0 -0.007
H 1.679 0.511 2.708 0.0 0.0 0.0 0.000
H 2.825 -0.829 2.783 0.0 0.0 0.0 0.000
H 0.432 -1.497 2.725 0.1 0.1 0.1 -0.002
H 1.317 -2.137 1.528 -0.1 -0.1 0.0 0.002
N -2.030 1.517 3.084 0.0 0.0 0.0 -0.004
C -1.537 2.042 1.970 0.0 -0.1 0.1 -0.004
O -0.789 1.411 1.193 0.1 0.0 -0.4 0.016
C -1.902 3.455 1.639 0.0 0.0 0.0 0.003
I -3.600 3.394 0.349 -0.1 0.1 0.0 -0.001
H -1.820 0.567 3.344 0.0 0.0 0.0 -0.001
H -2.609 2.058 3.708 0.0 0.0 0.0 0.000
H -1.106 3.930 1.077 0.0 0.0 0.0 0.000
H -2.163 4.052 2.508 0.0 0.0 0.0 0.001
O -2.805 -7.179 2.824 0.0 0.0 0.0 0.124
C -3.664 -6.590 1.970 -0.1 -0.1 0.0 0.063
N -3.310 -5.263 1.750 0.0 0.2 -0.1 0.516
C -4.163 -4.394 0.974 0.0 -0.2 0.0 -0.025
O -5.195 -4.860 0.594 0.0 0.0 0.0 0.110
C -3.730 -2.996 0.704 0.0 0.0 0.0 -0.025
C -4.749 -2.124 0.314 0.0 -0.1 0.0 -0.003
C -4.419 -0.829 -0.021 0.0 0.1 0.0 0.000
C -3.088 -0.454 0.009 0.0 -0.1 0.1 -0.001
N -2.092 -1.284 0.367 -0.1 -0.1 0.1 0.009
C -2.420 -2.535 0.728 0.1 0.1 -0.1 0.009
H -3.012 -8.115 2.976 0.0 0.0 0.0 -0.002
H -4.751 -6.626 2.267 0.0 0.0 0.0 0.124
H -3.768 -7.105 0.971 0.0 0.0 0.0 0.134
H -2.460 -4.936 2.202 0.0 0.0 0.0 -0.032
H -5.773 -2.474 0.279 0.0 0.0 0.0 0.000
H -5.175 -0.115 -0.316 0.0 0.0 0.0 0.000
H -2.794 0.559 -0.247 -0.1 -0.1 0.0 0.003
H -1.587 -3.176 0.993 0.0 0.0 0.0 0.001
```
Positions in Å, forces in eV/Å.

Its expectation value of S² is 1.06. The multiplicity is 2. As for the total charge: +3. As for the highest occupied orbital energy (spin up / spin down): -0.63187 / -0.63162 hartree.

=====

Density functional theory data (ωB97M-V/def2-TZVPD) for a molecular structure, C13H25IP2Pb.

```
42
Properties=species:S:1:pos:R:3:forces:R:3:nbo_charge:R:1
C -4.996 -1.292 -1.879 0.0 0.0 0.0 -0.613
C -5.151 -2.325 -0.768 -0.1 -0.1 0.0 -0.605
H -5.484 -0.352 -1.610 0.1 0.0 0.0 0.199
H -5.468 -1.646 -2.800 0.1 0.1 0.0 0.203
H -3.949 -1.068 -2.107 -0.2 -0.1 0.0 0.215
H -4.554 -2.076 0.113 0.0 0.0 0.0 0.194
H -6.196 -2.391 -0.450 0.1 0.0 0.0 0.200
H -4.858 -3.321 -1.110 0.1 0.1 0.1 0.202
Pb -0.826 0.043 -0.475 0.2 0.9 0.1 0.829
C -0.927 -2.153 -0.061 0.1 -0.4 -0.2 -1.173
H -1.407 -2.285 0.921 0.1 0.0 -0.3 0.215
H 0.140 -2.441 0.012 -0.6 -0.3 -0.1 0.217
H -1.485 -2.690 -0.848 0.5 0.0 0.5 0.234
I -1.540 0.421 -3.204 0.1 -0.2 -0.2 -0.499
C -0.417 0.110 3.038 -1.0 1.3 0.2 -0.912
P 1.255 0.560 2.373 0.1 -0.4 0.9 0.765
C 1.888 1.151 3.981 0.0 0.4 -0.3 -0.919
C 1.903 1.961 1.294 0.3 1.0 -1.0 -0.307
C 2.066 3.287 1.731 0.1 -0.2 0.1 -0.184
C 2.940 4.179 1.075 -0.2 -0.1 0.1 -0.217
C 3.655 3.791 -0.058 -0.3 -0.2 0.2 -0.207
C 3.478 2.504 -0.578 -0.4 0.1 0.5 -0.158
C 2.614 1.612 0.071 -0.8 -0.2 0.8 -0.335
P 2.226 -0.026 -0.660 0.2 0.6 0.0 0.894
C 3.583 -0.205 -1.885 0.0 -0.2 -0.5 -0.937
C 2.835 -1.116 0.630 0.8 -1.6 0.8 -1.011
H -0.686 0.808 3.843 -0.3 -0.1 -0.2 0.215
H -0.399 -0.894 3.501 0.5 0.4 -0.5 0.249
H -1.208 0.123 2.288 0.0 0.0 0.2 0.231
H 2.941 1.428 3.846 -0.3 0.0 0.4 0.238
H 1.258 2.024 4.208 0.5 -0.1 0.5 0.210
H 1.759 0.377 4.749 0.1 0.3 -0.2 0.239
H 1.523 3.634 2.624 0.4 -0.2 -0.5 0.214
H 3.051 5.193 1.474 0.0 -0.4 -0.2 0.220
H 4.330 4.485 -0.558 -0.2 -0.1 0.2 0.220
H 4.019 2.207 -1.484 -0.3 0.1 0.5 0.212
H 4.578 -0.038 -1.451 -0.3 -0.1 0.1 0.232
H 3.549 -1.220 -2.297 0.0 0.1 0.1 0.250
H 3.477 0.481 -2.732 -0.2 -0.1 0.1 0.243
H 3.915 -0.956 0.763 -0.2 -0.2 -0.1 0.226
H 2.340 -0.975 1.632 0.8 -0.4 -1.8 0.277
H 2.633 -2.149 0.325 0.3 0.0 -0.1 0.234
```
Positions in Å, forces in eV/Å.

The multiplicity is 1. As for the highest occupied orbital energy: -0.27704 hartree.

=====

Density functional theory data (ωB97M-V/def2-TZVPD) for 5 unconnected molecules or ions with the total composition C13H25O7.

```
45
Properties=species:S:1:pos:R:3:forces:R:3:nbo_charge:R:1
O 17.751 -2.104 -19.522 -0.3 -2.8 -1.2 -0.727
C 17.808 -0.919 -18.972 0.6 5.6 2.6 0.910
O 18.563 -0.022 -19.412 1.8 -0.7 -2.7 -0.848
O 17.150 -0.605 -17.979 -2.2 -2.2 1.6 -0.804
H 18.283 -2.000 -20.315 0.2 -0.1 -0.3 0.477
C 15.312 -4.909 -24.320 -1.0 0.6 -1.5 -0.720
C 16.718 -4.642 -23.952 -0.8 2.7 -0.1 0.569
O 17.073 -3.469 -23.887 0.5 -1.5 -0.1 -0.526
C 17.518 -5.797 -23.622 1.5 -1.6 1.0 -0.729
H 14.664 -5.258 -23.516 0.2 -0.1 0.0 0.237
H 15.268 -5.573 -25.183 0.0 -0.6 0.2 0.214
H 14.961 -3.969 -24.745 -0.4 0.1 0.5 0.237
H 18.314 -6.079 -24.311 0.1 0.5 -0.2 0.246
H 16.928 -6.708 -23.521 -0.2 0.1 0.2 0.215
H 17.994 -5.563 -22.669 0.2 -0.2 0.1 0.256
C 20.620 -3.993 -15.522 -1.1 1.3 0.3 -0.714
C 19.852 -2.863 -14.803 0.9 0.8 1.3 0.601
O 20.450 -1.838 -14.517 -0.5 -0.8 -0.3 -0.546
C 18.373 -2.985 -14.380 0.0 0.2 -0.7 -0.728
H 21.588 -3.611 -15.845 -0.2 0.0 0.1 0.232
H 19.972 -4.176 -16.380 0.3 -0.8 -0.1 0.234
H 20.758 -4.824 -14.831 -0.3 -0.3 -0.3 0.220
H 18.025 -2.000 -14.070 0.2 0.0 -0.1 0.244
H 18.119 -3.663 -13.565 0.6 -0.3 0.0 0.216
H 17.769 -3.277 -15.239 0.0 -0.1 -0.1 0.240
C 13.097 -1.427 -12.628 -0.2 0.3 0.3 -0.725
C 12.596 -1.149 -14.020 -0.1 0.5 -1.2 0.602
O 12.015 -0.127 -14.328 0.2 -0.5 0.5 -0.545
C 12.857 -2.250 -15.069 -0.7 0.9 1.3 -0.720
H 14.184 -1.377 -12.566 0.1 -0.3 -0.3 0.242
H 12.759 -2.422 -12.338 0.2 0.0 0.2 0.216
H 12.733 -0.681 -11.923 -0.2 0.0 -0.1 0.230
H 12.826 -3.155 -14.461 0.4 -0.4 -0.7 0.201
H 13.812 -2.038 -15.550 0.0 -0.3 0.0 0.264
H 12.038 -2.211 -15.786 0.2 -0.1 -0.1 0.233
C 23.036 -1.539 -19.436 -0.3 -0.9 0.8 -0.736
C 22.966 -2.621 -20.529 0.3 1.7 -1.3 0.608
O 23.954 -3.083 -21.074 -0.5 0.1 0.8 -0.564
C 21.575 -2.989 -20.996 0.1 -1.0 0.6 -0.730
H 23.502 -0.594 -19.713 -0.1 -0.2 -0.4 0.242
H 23.580 -1.928 -18.575 0.6 -0.2 -0.2 0.226
H 22.063 -1.369 -18.976 -0.3 0.4 -0.5 0.243
H 21.072 -3.229 -20.060 -0.5 -0.3 -0.1 0.230
H 21.661 -3.871 -21.631 -0.1 0.0 0.1 0.217
H 20.924 -2.275 -21.502 0.6 0.6 0.2 0.259
```
Positions in Å, forces in eV/Å.

The multiplicity is 1. As for the total charge: -1. As for the highest occupied orbital energy: -0.12368 hartree.

=====

Density functional theory data (ωB97M-V/def2-TZVPD) for a molecular structure, C13H26Cl2LaNO4P2.

```
49
Properties=species:S:1:pos:R:3:forces:R:3:nbo_charge:R:1
C -0.001 1.235 -3.976 0.0 -0.3 -0.3 -0.242
C -0.039 1.237 -2.553 0.3 -0.3 0.5 0.208
N 0.193 0.060 -1.836 0.8 0.7 -0.7 -0.638
C 0.688 -0.994 -2.540 0.1 -0.1 -0.7 0.251
C 0.826 -0.990 -3.928 0.0 -0.5 0.6 -0.334
C 0.446 0.128 -4.668 -0.4 0.8 0.3 -0.175
C -0.253 2.479 -1.887 -0.6 0.2 -0.1 -0.934
P 0.381 3.026 -0.355 -1.9 -0.3 -2.2 1.266
La -0.762 0.054 0.645 -0.7 0.4 -2.2 0.989
P 0.080 -2.657 -0.364 0.4 -0.1 -0.5 0.837
C 1.153 -2.238 -1.798 -0.1 0.2 -0.2 -0.741
O -3.461 2.185 -1.795 -0.5 -0.2 -0.8 -0.961
O -2.863 1.613 0.761 -0.9 0.5 0.3 -0.991
H -0.265 2.163 -4.483 0.1 -0.3 0.0 0.200
H 1.204 -1.879 -4.417 0.0 0.1 0.0 0.211
H 0.518 0.150 -5.756 0.0 -0.1 0.3 0.215
C 1.988 3.791 -0.642 0.5 0.0 0.7 -0.975
C -0.760 4.186 0.417 0.2 0.5 0.2 -0.961
H 1.137 -3.104 -2.479 0.3 0.3 0.1 0.228
H 2.183 -2.101 -1.418 -0.4 0.1 -0.2 0.248
H -2.701 2.635 -2.184 0.5 0.0 0.4 0.497
H -0.638 3.268 -2.556 0.4 -0.1 0.3 0.222
C 1.260 -3.697 0.563 0.1 -0.3 0.6 -0.944
C -1.040 -3.890 -1.124 -0.3 -0.1 0.1 -0.932
H -2.603 -1.657 1.056 -0.4 0.2 -0.3 -0.002
H -3.511 1.807 1.461 0.5 -0.2 -0.3 0.500
H -3.327 1.786 -0.094 0.4 -0.1 0.1 0.529
H -3.754 1.615 -2.528 0.0 0.1 0.6 0.488
H 0.596 2.012 0.664 1.2 -0.5 0.5 -0.108
H -1.982 -2.079 1.164 0.4 -0.3 0.5 -0.020
H 1.910 4.778 -1.123 -0.2 -0.4 0.2 0.252
H 2.495 3.886 0.326 0.1 0.2 -0.1 0.243
H 2.591 3.136 -1.287 -0.3 0.1 0.2 0.264
H -0.726 5.188 -0.036 0.0 -0.3 0.1 0.242
H -1.782 3.799 0.404 0.3 -0.1 -0.2 0.268
H -0.464 4.258 1.467 0.0 0.2 0.0 0.248
H -0.495 -4.821 -1.351 -0.2 0.3 0.0 0.223
H -1.830 -4.094 -0.386 0.1 -0.1 -0.4 0.238
H -1.503 -3.479 -2.035 0.2 -0.2 0.4 0.247
H 1.164 -4.761 0.305 0.1 0.3 0.0 0.224
H 2.291 -3.371 0.363 -0.3 -0.1 0.1 0.239
H 1.058 -3.565 1.633 0.2 -0.1 -0.2 0.258
Cl -0.139 0.799 5.783 0.0 -0.1 0.3 0.011
C 0.371 -0.530 4.753 0.3 0.6 -1.2 -0.317
Cl -0.319 -2.099 5.178 -0.1 -0.1 0.3 0.002
C 0.015 -0.237 3.284 -0.3 -0.3 -1.8 0.697
O 0.506 -1.008 2.380 0.0 0.6 2.4 -0.742
O -0.774 0.714 2.914 0.8 -0.7 2.0 -0.774
H 1.458 -0.615 4.810 -0.2 -0.1 0.1 0.242
```
Positions in Å, forces in eV/Å.

The multiplicity is 1. As for the highest occupied orbital energy (spin up / spin down): -0.12556 / -0.12764 hartree.